Entry P
Computed, not measured: a 12-piece molecular cluster, C48H132N12O12 overall, with wB97M-V/def2-TZVPD.

Last column: Löwdin charge in e.
Cartesian coordinates (Å):
C1 4.26099 -4.27123 -1.36567  -0.116
O1 5.17648 -3.38896 -0.74912  -0.195
C2 6.58086 -3.67462 -0.98639  -0.158
C3 7.47934 -2.53302 -0.32990  -0.409
C4 7.59172 -1.18205 -1.07104  -0.066
N1 8.83979 -3.06258 -0.10423  0.010
H1 3.23781 -4.07490 -1.04526  0.085
H2 4.51849 -5.23333 -0.92277  0.080
H3 4.35963 -4.35361 -2.44807  0.085
H4 6.90098 -4.61901 -0.54624  0.108
H5 6.93724 -3.73305 -2.01482  0.121
H6 7.17040 -2.32951 0.69540  0.122
H7 6.57362 -0.83083 -1.23899  0.066
H8 7.98620 -1.39647 -2.06427  0.072
H9 8.14851 -0.41949 -0.52643  0.073
H10 9.03763 -2.79278 0.84875  0.067
H11 8.85756 -4.07170 -0.14259  0.053
C5 -1.03228 1.24945 -1.45796  -0.050
O2 -0.69066 1.16602 -0.01017  -0.195
C6 0.55402 0.58961 0.25751  -0.231
C7 0.94526 0.64025 1.76997  -0.426
C8 0.85420 1.97662 2.46143  -0.082
N2 2.32526 0.13582 1.98206  0.027
H12 -0.17622 1.70490 -1.95578  0.079
H13 -1.98418 1.74582 -1.64665  0.082
H14 -1.18319 0.25228 -1.87146  0.076
H15 0.39633 -0.47898 0.11143  0.116
H16 1.38544 0.90164 -0.37452  0.120
H17 0.30393 0.02614 2.40216  0.130
H18 -0.20166 2.21169 2.59562  0.075
H19 1.23322 2.76869 1.81562  0.079
H20 1.33454 1.97963 3.43988  0.080
H21 3.02341 0.82241 1.73452  0.065
H22 2.46106 -0.63056 1.33838  0.056
C9 -0.88206 8.59220 6.11715  -0.107
O3 -0.41079 9.90715 6.40351  -0.187
C10 0.92815 10.09401 6.76929  -0.223
C11 1.27854 11.22471 7.78242  -0.373
C12 2.75946 11.42457 7.66008  -0.105
N3 1.10342 10.68245 9.19565  0.024
H23 -1.96596 8.53626 6.01655  0.079
H24 -0.74720 8.01935 7.03463  0.083
H25 -0.58388 8.03658 5.22806  0.083
H26 1.39763 9.17187 7.11185  0.124
H27 1.36914 10.24390 5.78381  0.122
H28 0.64518 12.10572 7.67866  0.135
H29 3.19638 12.22084 8.26270  0.076
H30 3.15619 11.62415 6.66465  0.074
H31 3.29339 10.53118 7.98393  0.081
H32 0.25272 10.14138 9.25606  0.056
H33 0.85667 11.47112 9.77635  0.058
C13 4.47222 5.71803 -5.78287  -0.087
O4 5.24555 5.02293 -6.73553  -0.228
C14 5.12423 3.63735 -6.99604  -0.209
C15 5.72668 3.27969 -8.38449  -0.419
C16 7.31234 3.35565 -8.36092  -0.044
N4 5.17065 4.19839 -9.35967  0.032
H34 3.45852 5.82811 -6.16811  0.086
H35 5.00176 6.66358 -5.89959  0.093
H36 4.54947 5.31644 -4.77250  0.088
H37 5.67007 3.03976 -6.26594  0.114
H38 4.08116 3.32413 -6.95139  0.118
H39 5.43376 2.25167 -8.59773  0.126
H40 7.79577 3.10462 -9.30505  0.071
H41 7.55326 2.56648 -7.64870  0.064
H42 7.64596 4.29952 -7.92976  0.072
H43 4.18388 4.26883 -9.15618  0.065
H44 5.55882 5.03219 -8.94230  0.059
C17 8.04038 2.82306 7.43512  -0.103
O5 8.96215 1.70282 7.71444  -0.213
C18 10.31800 2.08849 7.22640  -0.128
C19 11.23229 0.79735 7.00492  -0.455
C20 12.57818 1.09496 6.42688  -0.101
N5 10.56727 -0.17169 6.16808  0.042
H45 7.82004 2.98068 6.37933  0.083
H46 8.21828 3.73642 8.00276  0.080
H47 7.06001 2.63149 7.87132  0.074
H48 10.04803 2.43456 6.22868  0.111
H49 10.81705 2.81630 7.86620  0.120
H50 11.54416 0.37717 7.96110  0.127
H51 12.49410 1.31857 5.36338  0.077
H52 13.29351 0.27482 6.48835  0.075
H53 13.15401 1.88141 6.91473  0.074
H54 10.66687 -1.05119 6.65455  0.076
H55 9.58160 0.04151 6.22374  0.061
C21 -5.32814 7.21632 -4.30718  -0.144
O6 -5.23276 7.16124 -5.69325  -0.198
C22 -3.84039 7.22744 -6.13956  -0.142
C23 -3.63287 6.61401 -7.62659  -0.442
C24 -2.37744 5.88293 -7.85759  -0.094
N6 -3.50994 7.74364 -8.52169  0.011
H56 -6.39489 7.30684 -4.10236  0.090
H57 -4.78731 8.06561 -3.88969  0.086
H58 -4.94850 6.28693 -3.88268  0.086
H59 -3.38958 8.20603 -5.97451  0.118
H60 -3.18070 6.65627 -5.48635  0.103
H61 -4.55266 6.06099 -7.81702  0.132
H62 -2.32450 5.58480 -8.90468  0.082
H63 -2.42201 4.92248 -7.34413  0.079
H64 -1.55327 6.48235 -7.47086  0.091
H65 -3.48062 7.44085 -9.48479  0.069
H66 -4.38075 8.22959 -8.36157  0.073
C25 -7.73990 -2.05938 -10.20747  -0.137
O7 -7.21610 -0.77048 -10.45604  -0.187
C26 -8.16790 0.29238 -10.00927  -0.152
C27 -8.35186 0.39954 -8.48011  -0.445
C28 -9.33488 1.49543 -8.03257  -0.068
N7 -7.11543 0.71450 -7.78159  0.024
H67 -8.38171 -2.31423 -11.05082  0.087
H68 -8.13931 -2.30128 -9.22256  0.079
H69 -6.93197 -2.78813 -10.27286  0.081
H70 -7.60111 1.16713 -10.32815  0.119
H71 -9.13728 0.38236 -10.49947  0.118
H72 -8.66537 -0.57925 -8.11710  0.119
H73 -9.06002 2.47000 -8.43600  0.070
H74 -9.20535 1.64740 -6.96101  0.078
H75 -10.34062 1.43642 -8.44863  0.074
H76 -6.69652 1.61813 -7.94917  0.074
H77 -6.43888 0.04624 -8.12188  0.066
C29 -1.91866 -4.43762 9.44723  -0.121
O8 -1.66411 -5.46122 10.41718  -0.216
C30 -2.33858 -5.12583 11.69056  -0.146
C31 -2.27102 -6.32746 12.67782  -0.417
C32 -3.36738 -7.44156 12.56694  -0.058
N8 -2.05045 -5.97918 14.06670  0.017
H78 -1.31280 -4.74107 8.59344  0.090
H79 -1.57720 -3.42316 9.65312  0.077
H80 -3.00548 -4.35910 9.41971  0.080
H81 -1.58404 -4.40985 12.01634  0.115
H82 -3.25644 -4.55573 11.54702  0.116
H83 -1.34638 -6.89028 12.54980  0.128
H84 -4.11670 -7.45220 13.35846  0.067
H85 -2.84951 -8.39811 12.63700  0.067
H86 -3.81481 -7.48269 11.57386  0.070
H87 -2.89831 -5.62374 14.48490  0.066
H88 -1.99344 -6.92526 14.41568  0.065
C33 -4.96009 -4.79191 -3.33330  -0.106
O9 -5.57770 -4.31532 -2.14219  -0.179
C34 -5.06273 -4.96795 -0.98687  -0.195
C35 -5.67960 -4.23191 0.23581  -0.499
C36 -5.31299 -4.85300 1.51763  -0.085
N9 -7.09445 -4.17152 0.26193  0.032
H89 -5.43285 -4.46414 -4.25913  0.084
H90 -4.95218 -5.88012 -3.39507  0.083
H91 -3.93168 -4.43075 -3.32691  0.084
H92 -5.18511 -6.04222 -0.84876  0.127
H93 -3.99508 -4.78621 -0.86360  0.119
H94 -5.31152 -3.21266 0.11857  0.135
H95 -5.77226 -5.84025 1.56766  0.089
H96 -5.63519 -4.23831 2.35814  0.083
H97 -4.23314 -4.98642 1.58260  0.081
H98 -7.40650 -3.69488 1.09592  0.073
H99 -7.53582 -3.70348 -0.51668  0.073
C37 -9.57062 1.00064 -0.79657  -0.085
O10 -10.78307 0.66969 -0.12181  -0.233
C38 -11.83976 0.13386 -0.86502  -0.203
C39 -13.05463 -0.13674 0.07608  -0.398
C40 -14.26113 -0.78785 -0.68039  -0.069
N10 -13.58236 1.12432 0.61631  0.022
H100 -9.20647 0.06033 -1.21049  0.081
H101 -8.91648 1.30306 0.02119  0.090
H102 -9.67364 1.76373 -1.56805  0.087
H103 -12.01172 0.85277 -1.66607  0.127
H104 -11.39745 -0.77809 -1.26605  0.120
H105 -12.73807 -0.78637 0.89208  0.129
H106 -14.82990 -0.18421 -1.38765  0.076
H107 -14.96231 -1.06883 0.10542  0.064
H108 -13.91021 -1.74617 -1.06326  0.067
H109 -12.75560 1.54675 1.01396  0.056
H110 -14.24721 1.10075 1.37626  0.069
C41 10.34680 -6.39160 8.33703  -0.095
O11 9.03761 -5.97341 7.88514  -0.189
C42 8.61642 -6.59798 6.68251  -0.206
C43 7.28564 -5.93308 6.23489  -0.419
C44 6.05696 -6.03059 7.11818  -0.078
N11 6.92423 -6.46475 4.90970  0.023
H111 10.35889 -7.46320 8.53613  0.081
H112 10.75033 -5.84768 9.19108  0.083
H113 11.11907 -6.23356 7.58423  0.078
H114 9.28820 -6.56508 5.82476  0.116
H115 8.53698 -7.66200 6.90534  0.119
H116 7.47297 -4.86010 6.19325  0.135
H117 6.03650 -5.34876 7.96835  0.075
H118 5.97751 -7.00659 7.59695  0.079
H119 5.12838 -5.85240 6.57589  0.074
H120 6.30401 -7.24383 5.07840  0.062
H121 6.23176 -5.80949 4.57620  0.063
C45 0.19758 -6.78595 -8.57386  -0.103
O12 -0.19692 -5.43137 -8.65582  -0.238
C46 0.28875 -4.45795 -9.63037  -0.156
C47 0.04288 -3.07563 -8.96211  -0.430
C48 0.73593 -2.80338 -7.57268  -0.044
N12 -1.34553 -2.76919 -8.82618  0.024
H122 0.14896 -7.19740 -9.58205  0.081
H123 -0.37881 -7.34825 -7.83922  0.087
H124 1.25103 -6.77268 -8.29426  0.080
H125 1.30083 -4.73825 -9.92231  0.111
H126 -0.16287 -4.56653 -10.61645  0.110
H127 0.42520 -2.39360 -9.72156  0.124
H128 0.42212 -3.60858 -6.90840  0.065
H129 0.46512 -1.81949 -7.18964  0.072
H130 1.81748 -2.93470 -7.60596  0.069
H131 -1.91839 -2.91824 -9.64455  0.075
H132 -1.75343 -3.26888 -8.04899  0.073

- Kohn-Sham gap (eV) = 9.2
- lowest unoccupied orbital energy (eV) = 0.20
- total charge = 0
- SMILES string = COC[C@H](C)N.COC[C@H](C)N.COC[C@H](C)N.COC[C@H](C)N.COC[C@H](C)N.COC[C@H](C)N.COC[C@H](C)N.COC[C@H](C)N.COC[C@H](C)N.COC[C@H](C)N.COC[C@H](C)N.COC[C@H](C)N

Entry Q
Computed, not measured: a 12-piece molecular cluster, C48H132N12O12 overall, with wB97M-V/def2-TZVPD.

Last column: Löwdin charge in e.
Cartesian coordinates (Å):
C1 4.46754 3.50502 0.47530  -0.107
O1 5.83843 3.33967 0.29640  -0.203
C2 6.75552 3.99229 1.19980  -0.180
C3 8.18383 3.62599 0.83961  -0.438
C4 9.25288 4.37461 1.69548  -0.059
N1 8.37146 4.06716 -0.55335  0.043
H1 4.24831 4.57013 0.40050  0.081
H2 4.16040 2.99918 1.39066  0.078
H3 3.97139 2.89286 -0.27783  0.067
H4 6.57824 5.06651 1.14761  0.131
H5 6.69792 3.67474 2.24093  0.114
H6 8.33438 2.56409 1.03403  0.129
H7 9.10310 4.30175 2.77268  0.070
H8 9.13299 5.42804 1.44247  0.073
H9 10.24142 4.05610 1.36467  0.072
H10 9.26120 3.67630 -0.82847  0.067
H11 7.75358 3.48018 -1.09535  0.006
C5 -4.75101 5.38452 -6.76689  -0.133
O2 -4.48191 4.17816 -6.13583  -0.178
C6 -3.16677 4.06327 -5.65818  -0.195
C7 -3.03231 2.77539 -4.75033  -0.380
C8 -3.90303 2.79446 -3.49104  -0.066
N2 -1.64142 2.44847 -4.29926  0.030
H12 -4.82372 6.16344 -6.00788  0.084
H13 -5.70575 5.33943 -7.29085  0.089
H14 -3.99668 5.75043 -7.46346  0.085
H15 -2.44739 3.99851 -6.47452  0.122
H16 -2.86168 4.91337 -5.04797  0.113
H17 -3.27752 1.91007 -5.36611  0.115
H18 -3.94624 1.79773 -3.05197  0.036
H19 -4.95858 2.93321 -3.72485  0.076
H20 -3.45303 3.41244 -2.71406  0.071
H21 -1.64377 1.85152 -3.48456  0.023
H22 -1.16144 3.29305 -4.02285  0.006
C9 0.22808 1.61209 6.17832  -0.054
O3 -1.15469 1.91123 5.65702  -0.159
C10 -1.50011 1.05368 4.60106  -0.211
C11 -1.67556 -0.40111 5.00615  -0.422
C12 -2.04306 -1.38149 3.89184  -0.058
N3 -2.76561 -0.50762 5.98164  0.045
H23 0.25748 0.76731 6.86650  0.078
H24 0.60127 2.46598 6.74374  0.072
H25 1.00765 1.42619 5.43952  0.058
H26 -2.43665 1.48087 4.24258  0.136
H27 -0.76828 1.09057 3.79412  0.115
H28 -0.74579 -0.79943 5.41232  0.096
H29 -2.30483 -2.39090 4.20910  0.055
H30 -1.18450 -1.49371 3.22974  0.059
H31 -2.94705 -1.17004 3.32071  0.077
H32 -2.94392 -1.40377 6.41201  0.066
H33 -2.56735 0.10482 6.75991  0.063
C13 1.28713 -3.55927 2.71372  -0.105
O4 1.42325 -2.57719 3.71402  -0.196
C14 1.91178 -3.10277 4.95652  -0.195
C15 1.78286 -2.05879 6.02871  -0.445
C16 2.65041 -0.82011 5.79177  -0.048
N4 2.36277 -2.67045 7.18949  0.019
H34 0.69147 -4.37239 3.12861  0.070
H35 2.25069 -3.99803 2.45460  0.091
H36 0.73182 -3.13689 1.87626  0.075
H37 1.26463 -3.89655 5.32963  0.123
H38 2.92585 -3.50206 4.93873  0.133
H39 0.74399 -1.88303 6.30791  0.124
H40 2.46972 -0.06655 6.55831  0.063
H41 2.34407 -0.39023 4.83811  0.065
H42 3.68268 -1.07804 5.55517  0.091
H43 1.83869 -3.39905 7.65273  0.078
H44 2.44521 -1.93543 7.87728  0.072
C17 -4.41014 -1.05986 -4.06063  -0.106
O5 -5.35833 -2.06630 -4.37392  -0.184
C18 -6.08741 -1.83304 -5.58452  -0.170
C19 -7.32912 -2.82364 -5.58232  -0.416
C20 -7.05172 -4.33379 -5.69227  -0.059
N5 -8.37195 -2.45024 -6.55975  0.022
H45 -4.86155 -0.12904 -3.71726  0.076
H46 -3.67981 -0.90310 -4.85444  0.080
H47 -3.79125 -1.32245 -3.20265  0.066
H48 -6.46709 -0.81577 -5.67991  0.115
H49 -5.46024 -2.00201 -6.45985  0.118
H50 -7.89419 -2.62159 -4.67239  0.124
H51 -6.32055 -4.75471 -5.00211  0.072
H52 -6.60045 -4.48510 -6.67286  0.068
H53 -7.98169 -4.90230 -5.68563  0.073
H54 -8.72022 -1.52053 -6.37416  0.064
H55 -7.81586 -2.33802 -7.39537  0.059
C21 5.48026 0.85709 6.37805  -0.188
O6 4.70010 1.60618 5.57928  -0.175
C22 3.97774 2.56278 6.33482  -0.155
C23 3.19937 3.50730 5.30986  -0.425
C24 4.20277 4.23880 4.46435  -0.083
N6 2.31104 4.54453 5.84860  0.053
H56 6.24407 1.37908 6.95442  0.091
H57 6.06058 0.10173 5.84819  0.097
H58 4.91624 0.31658 7.13820  0.081
H59 3.18094 2.02733 6.85107  0.098
H60 4.55654 3.17768 7.02400  0.131
H61 2.66625 2.87070 4.60372  0.111
H62 3.70111 4.91821 3.77526  0.078
H63 4.81569 3.47252 3.98975  0.066
H64 4.80902 4.90531 5.07782  0.088
H65 1.40126 4.10745 5.81170  0.043
H66 2.29894 5.34262 5.22973  0.064
C25 1.83041 0.91587 1.89096  -0.097
O7 0.76041 1.13916 0.97638  -0.196
C26 0.31593 -0.14592 0.42742  -0.174
C27 -1.05024 -0.13103 -0.23588  -0.429
C28 -1.53769 -1.56290 -0.54674  -0.032
N7 -0.89428 0.48874 -1.48227  0.058
H67 1.40050 0.28678 2.67040  0.062
H68 2.07101 1.90520 2.28012  0.081
H69 2.65543 0.33525 1.47825  0.082
H70 1.08585 -0.46427 -0.27541  0.123
H71 0.19020 -0.92933 1.17480  0.094
H72 -1.75714 0.38740 0.41190  0.130
H73 -2.44134 -1.48335 -1.15105  0.059
H74 -1.62462 -2.33273 0.22001  0.073
H75 -0.90659 -2.07130 -1.27567  0.065
H76 -0.07869 1.08444 -1.48991  0.059
H77 -0.54784 -0.16791 -2.16703  0.034
C29 3.67726 5.29139 -2.55950  -0.091
O8 2.26082 5.49063 -2.51347  -0.181
C30 1.69490 4.57465 -1.55211  -0.173
C31 0.17662 4.94985 -1.36969  -0.375
C32 -0.54679 4.01405 -0.36723  -0.046
N8 -0.49744 4.80208 -2.68942  0.031
H78 3.96134 4.25635 -2.74947  0.082
H79 4.11718 5.35885 -1.56450  0.059
H80 4.16617 6.01716 -3.20936  0.095
H81 1.76799 3.51196 -1.78329  0.119
H82 2.27808 4.73841 -0.64592  0.099
H83 0.13397 5.99312 -1.05684  0.128
H84 -0.27939 2.96857 -0.52079  0.035
H85 -1.63648 4.03120 -0.38641  0.079
H86 -0.00332 4.24329 0.54939  0.075
H87 0.10134 5.26131 -3.36073  0.068
H88 -1.33912 5.35909 -2.65182  0.073
C33 -4.73513 -0.25514 -0.20979  -0.095
O9 -5.07664 -1.60716 -0.52511  -0.200
C34 -5.87447 -2.28078 0.45957  -0.170
C35 -6.20012 -3.70598 -0.05724  -0.417
C36 -7.01215 -3.68531 -1.34897  -0.064
N9 -7.00407 -4.42758 0.93705  0.047
H89 -4.41305 0.29777 -1.09221  0.071
H90 -3.94572 -0.27547 0.54155  0.069
H91 -5.56427 0.34850 0.15933  0.087
H92 -5.25851 -2.43770 1.34505  0.101
H93 -6.71185 -1.65989 0.77801  0.127
H94 -5.24970 -4.18836 -0.28554  0.130
H95 -7.27255 -4.71163 -1.60773  0.074
H96 -6.40331 -3.26749 -2.15074  0.056
H97 -7.85428 -2.99338 -1.36120  0.083
H98 -6.36952 -4.50168 1.71932  -0.004
H99 -7.22689 -5.36283 0.62760  0.068
C37 1.40063 -5.35325 -6.18527  -0.108
O10 0.59416 -4.50752 -5.32872  -0.203
C38 1.18744 -3.17102 -5.16447  -0.172
C39 0.43585 -2.36796 -4.03546  -0.404
C40 -1.04106 -2.15367 -4.38310  -0.065
N10 1.09376 -1.05875 -3.84907  0.056
H100 1.54658 -4.98359 -7.20023  0.084
H101 0.96984 -6.35177 -6.11118  0.084
H102 2.38895 -5.54966 -5.76964  0.075
H103 2.27457 -3.15142 -5.08786  0.110
H104 0.99123 -2.76884 -6.15838  0.117
H105 0.44751 -3.03084 -3.17027  0.127
H106 -1.66452 -3.04773 -4.39152  0.092
H107 -1.15924 -1.56203 -5.29089  0.086
H108 -1.47537 -1.56126 -3.57779  0.037
H109 0.87675 -0.49979 -4.66182  0.080
H110 2.08352 -1.25337 -3.90009  0.049
C41 3.61040 0.54484 -1.56286  -0.122
O11 4.60406 1.28438 -2.23283  -0.197
C42 5.52781 0.40146 -2.91003  -0.170
C43 6.76137 1.26208 -3.23250  -0.478
C44 7.70120 0.44112 -4.06947  -0.067
N11 7.35568 1.80888 -2.08995  0.051
H111 3.18315 -0.23658 -2.19131  0.068
H112 2.78023 1.22009 -1.35557  0.069
H113 3.93767 0.20259 -0.58110  0.088
H114 5.82435 -0.43507 -2.27727  0.128
H115 5.09440 0.04026 -3.84265  0.124
H116 6.44534 2.11927 -3.82702  0.148
H117 8.60099 1.00499 -4.31548  0.080
H118 7.34538 0.15305 -5.05867  0.079
H119 7.96810 -0.46216 -3.52088  0.080
H120 6.58305 2.21233 -1.57969  0.055
H121 7.60286 1.06914 -1.44824  0.098
C45 -5.42440 -3.95079 3.79260  -0.086
O12 -5.07535 -4.71078 2.66884  -0.266
C46 -4.55701 -6.00900 2.89747  -0.161
C47 -3.01060 -5.92091 3.15160  -0.394
C48 -2.31640 -5.05658 2.07343  -0.057
N12 -2.40377 -7.24976 3.18148  0.033
H122 -4.55616 -3.45332 4.22478  0.074
H123 -5.77248 -4.58650 4.60673  0.093
H124 -6.20723 -3.22888 3.55995  0.099
H125 -5.08828 -6.52378 3.69801  0.124
H126 -4.79782 -6.59336 2.00941  0.128
H127 -2.98513 -5.35554 4.08316  0.127
H128 -2.45574 -4.01656 2.36845  0.054
H129 -2.78348 -5.12188 1.09075  0.078
H130 -1.26118 -5.21586 1.85154  0.062
H131 -2.37054 -7.76766 2.31501  0.074
H132 -1.42711 -7.01283 3.28198  0.057

- Kohn-Sham gap (eV) = 8.6
- lowest unoccupied orbital energy (eV) = 0.28
- total charge = 0
- SMILES string = COC[C@H](C)N.COC[C@H](C)N.COC[C@H](C)N.COC[C@H](C)N.COC[C@H](C)N.COC[C@H](C)N.COC[C@H](C)N.COC[C@H](C)N.COC[C@H](C)N.COC[C@H](C)N.COC[C@H](C)N.COC[C@H](C)N

Ranking the structures above by stability puts entry Q first and entry P last.